No. 1
C40H58N10 | ωB97M-V/def2-TZVPD

Last column: Mulliken charge in e.
Geometry (Å):
1 C -17.3092 29.6933 5.0660  -0.9430
2 C -18.0736 30.1925 3.9789  -0.8504
3 C -19.0716 30.9978 4.4223  -0.4409
4 N -18.9606 31.0331 5.7959  0.3334
5 C -17.9600 30.1568 6.1999  -0.2781
6 H -16.4307 29.0782 4.9492  0.3722
7 H -17.9083 29.8367 2.9722  0.3663
8 H -19.8429 31.5817 3.9479  0.6698
9 H -19.6820 31.4234 6.3871  0.2874
10 H -17.8481 29.8805 7.2373  0.6725
11 C -20.8535 26.0933 11.7139  -0.7287
12 C -21.9247 25.4661 12.3980  0.0924
13 C -21.6468 24.1484 12.4792  -1.0799
14 N -20.4640 23.9609 11.8182  0.0220
15 C -20.0007 25.1335 11.2619  -0.5598
16 H -20.6663 27.1277 11.4658  0.5353
17 H -22.7287 26.0863 12.7656  0.6266
18 H -22.1173 23.3603 13.0453  0.4694
19 H -20.0347 23.0657 11.6463  0.2005
20 H -19.0817 25.1390 10.6980  0.4229
21 C -21.9426 26.6096 4.6138  -0.7463
22 C -21.5548 26.6345 5.9467  -0.2048
23 C -20.3374 27.1725 5.9837  -0.6661
24 N -19.9304 27.5939 4.7376  0.1757
25 C -20.9183 27.1948 3.9042  -0.7494
26 H -22.7358 26.0376 4.1574  0.4570
27 H -22.1234 26.2164 6.7609  0.5628
28 H -19.6056 27.3871 6.7497  0.4378
29 H -19.0261 28.0190 4.6002  0.2934
30 H -20.7332 27.2193 2.8403  0.4512
31 C -24.3131 29.9133 13.3171  -0.1446
32 C -25.3265 29.1778 12.7275  -0.0412
33 C -26.3367 28.9726 13.6571  -0.8990
34 N -26.0956 29.8698 14.6688  0.0407
35 C -24.9157 30.4822 14.4347  -0.8632
36 H -23.3145 30.0905 12.9498  0.4672
37 H -25.2807 28.6686 11.7760  0.4632
38 H -27.2391 28.3840 13.7047  0.4612
39 H -26.6769 30.0080 15.4792  0.1988
40 H -24.5866 31.1682 15.2010  0.3890
41 C -22.1776 31.0567 3.5402  -0.2769
42 C -22.2427 31.9316 2.4371  -0.4710
43 C -22.7100 33.1679 2.9219  -0.7086
44 N -23.0190 33.0777 4.2327  0.0251
45 C -22.6826 31.7596 4.5947  -0.6520
46 H -21.9654 30.0081 3.3988  0.4248
47 H -21.9931 31.6124 1.4370  0.3884
48 H -22.8910 34.0922 2.3940  0.4312
49 H -23.4769 33.7822 4.7858  0.2249
50 H -22.9726 31.4100 5.5744  0.6224
51 C -26.6247 30.8656 6.2801  -0.6817
52 C -26.3940 30.7579 7.6506  0.3279
53 C -27.4710 31.2823 8.3095  -0.7345
54 N -28.3054 31.7906 7.3544  -0.0158
55 C -27.8121 31.5133 6.0948  -0.6187
56 H -26.0440 30.4339 5.4789  0.4606
57 H -25.4536 30.4307 8.0676  0.2217
58 H -27.5780 31.4440 9.3707  0.4149
59 H -29.0356 32.4452 7.5850  0.2193
60 H -28.3955 31.7295 5.2139  0.3947
61 C -26.6904 25.7429 12.3004  -1.0647
62 C -25.6887 24.7454 11.6255  -0.1205
63 C -24.9946 23.7508 12.5291  -0.1152
64 C -25.7786 22.7606 13.2910  0.0464
65 N -26.3948 22.0080 13.8553  -0.4491
66 H -27.4570 25.2340 12.8846  0.4342
67 H -27.1153 26.2998 11.4658  0.3850
68 H -26.1726 26.4174 12.9814  0.1375
69 H -24.9652 25.3108 11.0376  -0.2111
70 H -26.1982 24.1560 10.8606  0.3914
71 H -24.3782 24.2878 13.2512  0.0892
72 H -24.3533 23.0978 11.9350  0.3488
73 C -22.9690 27.5458 9.3095  -0.4654
74 C -23.1088 28.9759 9.7614  0.3053
75 C -22.1299 29.9797 9.1940  0.5926
76 C -20.7139 29.6187 9.3725  -0.2026
77 N -19.6530 29.2481 9.5460  -0.4994
78 H -23.5401 26.8523 9.9272  -0.5265
79 H -21.9381 27.1950 9.2645  0.2534
80 H -23.3788 27.4185 8.3069  0.3590
81 H -23.0557 28.9736 10.8522  -0.2140
82 H -24.1308 29.3265 9.6094  0.2559
83 H -22.3154 30.9454 9.6633  0.3027
84 H -22.1867 30.0635 8.1071  -0.1197
85 C -22.1249 34.7990 10.5139  -1.0904
86 C -20.5658 34.8993 10.2886  -0.7789
87 C -19.8891 33.5762 10.0359  -0.0609
88 C -20.3481 32.9583 8.7836  -0.0286
89 N -20.7237 32.4086 7.8456  -0.5361
90 H -22.5464 35.7440 10.8548  0.3758
91 H -22.3489 34.0855 11.3064  0.2763
92 H -22.5141 34.5688 9.5225  0.3045
93 H -20.1314 35.4475 11.1258  0.4081
94 H -20.3697 35.6019 9.4771  0.3422
95 H -20.1772 32.8167 10.7667  0.2802
96 H -18.7993 33.5633 10.0523  0.3119
97 C -14.1662 30.0656 9.2909  -1.2527
98 C -15.1676 31.1388 8.7819  -0.4500
99 C -16.4793 31.0560 9.6090  0.2481
100 C -16.2587 31.3024 11.0449  0.0955
101 N -16.0344 31.4732 12.1745  -0.5198
102 H -14.4815 29.0357 9.1210  0.3181
103 H -13.7554 30.1802 10.2927  0.3763
104 H -13.3116 30.1402 8.6143  0.3674
105 H -15.3610 31.0253 7.7168  0.3409
106 H -14.8411 32.1467 9.0393  0.3234
107 H -16.9995 30.0976 9.5661  0.1231
108 H -17.2036 31.7957 9.2636  0.0423

Summary:
Max |F| (hartree/bohr): 0.0724
LUMO energy (eV): 0.3
SMILES: c1cc[nH]c1.c1cc[nH]c1.c1cc[nH]c1.c1cc[nH]c1.c1cc[nH]c1.c1cc[nH]c1.CCCC#N.CCCC#N.CCCC#N.CCCC#N
Orbital gap (eV): 8.18
Relative energy (zero: lowest compared OMol25 entry of this formula, charge and spin) (kcal/mol): 55.1


No. 2
C40H59FN5O7PS | ωB97M-V/def2-TZVPD

Last column: Mulliken charge in e.
Geometry (Å):
1 C 3.7467 -3.7967 -0.6978  -0.1190
2 C 4.0378 -2.6852 -0.2657  -0.6234
3 C 4.2852 -1.2310 0.2299  -0.4662
4 C 3.2329 -0.1698 -0.4219  -0.2831
5 C 3.0445 1.0010 0.6282  -1.7235
6 C 2.6868 2.4796 0.0381  2.6647
7 C 4.0988 2.8043 -0.6591  -1.3886
8 C 4.4246 4.2783 -1.1343  -0.6129
9 N 5.5587 4.8466 -0.3083  -0.6553
10 C 1.4262 2.4350 -0.9972  2.4292
11 C 1.7802 2.2050 -2.5243  -1.7978
12 C 2.4964 3.2037 -3.4652  -1.2764
13 O 2.2791 4.6135 -3.3695  -0.3550
14 C 0.3553 1.2789 -0.7662  -3.2566
15 C -0.2003 0.7787 0.5809  0.1489
16 P -1.8606 -0.0825 0.1922  1.8123
17 O -2.8283 0.8657 -0.4918  -0.8831
18 O -2.5545 -0.3642 1.7270  -0.5205
19 C -1.8112 -1.3648 2.4569  0.5589
20 C -1.9856 -0.9917 4.0159  -1.3613
21 O -1.6413 -1.5368 -0.6488  -0.3912
22 C -2.8550 -1.9419 -1.3675  0.0174
23 C -4.1539 -1.9808 -0.4571  -0.8149
24 C 0.6219 3.8421 -0.9034  1.0338
25 C -0.4626 4.1353 -1.9965  -0.5438
26 C -1.0441 5.6440 -1.8981  -0.9797
27 C 0.0698 6.7553 -2.0474  0.1687
28 F -0.6205 8.0306 -2.0060  -0.3812
29 S -0.0292 4.1732 0.8123  1.4502
30 O -0.1384 5.6309 1.0945  -0.7513
31 O -1.4229 3.6737 0.8560  -0.6714
32 O 1.0181 3.3730 1.8010  -0.4630
33 C 2.3907 3.3703 1.3321  -1.0008
34 N 2.6986 4.8440 1.1774  -0.2567
35 C 3.2462 2.9984 2.6505  -0.4372
36 C 2.4481 2.0670 3.6631  -0.7362
37 C 1.9750 1.0675 4.2079  0.0013
38 H 3.2958 -4.7442 -1.1013  0.3665
39 H 5.3143 -0.9192 -0.1629  0.3327
40 H 4.3496 -1.1222 1.3558  0.3842
41 H 2.3084 -0.8240 -0.5763  -0.0446
42 H 3.7032 0.0975 -1.4068  0.2506
43 H 2.3197 0.6502 1.4152  -0.1520
44 H 4.0595 1.0012 1.1576  0.9848
45 H 4.2968 2.1394 -1.5673  0.4321
46 H 4.9617 2.5404 0.0464  0.4958
47 H 4.8597 4.2481 -2.1928  0.5244
48 H 3.5460 4.9881 -1.2024  0.0000
49 H 5.2510 5.6783 0.2062  0.2447
50 H 6.3124 5.1744 -0.9222  0.2848
51 H 2.3357 1.2058 -2.5915  0.2143
52 H 0.7885 1.9574 -3.0476  0.7076
53 H 2.2417 2.9132 -4.5473  0.4812
54 H 3.6299 3.0259 -3.4151  0.3408
55 H 2.4151 5.0731 -4.2171  0.3215
56 H 0.7559 0.3568 -1.3219  0.4907
57 H -0.5504 1.5336 -1.4245  0.4167
58 H -0.4571 1.4390 1.4423  0.3489
59 H 0.4195 -0.0947 0.9904  -0.1102
60 H -0.6939 -1.3657 2.2711  -0.1918
61 H -2.1696 -2.4291 2.2424  0.1823
62 H -1.3032 -1.5862 4.6875  0.3174
63 H -1.7837 0.1323 4.0638  0.3143
64 H -3.0877 -1.1137 4.2377  0.3481
65 H -2.7251 -2.9492 -1.8651  0.3883
66 H -3.0205 -1.1602 -2.2052  -0.0903
67 H -4.9525 -2.7016 -0.8168  0.3601
68 H -3.9399 -2.2323 0.6316  0.1420
69 H -4.6423 -0.9483 -0.4383  0.2422
70 H 1.4326 4.6405 -1.0244  -0.0614
71 H -0.1611 4.0004 -3.0719  0.3178
72 H -1.3812 3.4710 -1.8375  0.1456
73 H -1.7927 5.7151 -2.7603  0.4789
74 H -1.6580 5.7094 -0.9533  0.3198
75 H 0.5342 6.6454 -3.0698  0.0933
76 H 0.8021 6.7170 -1.1904  0.0826
77 H 2.2594 5.3545 1.9653  0.3859
78 H 3.7091 4.9374 1.3892  0.2781
79 H 4.2894 2.6275 2.4410  0.3639
80 H 3.4041 3.9441 3.2749  0.4357
81 H 1.3138 0.2124 4.5221  0.3314
82 C -5.8154 0.6023 -5.4163  -0.2994
83 C -4.9942 0.7745 -4.3130  -0.6523
84 C -3.6225 0.7748 -4.5106  -0.2986
85 N -3.0417 0.6154 -5.7079  -0.4979
86 C -3.8568 0.4492 -6.7576  -0.2146
87 C -5.2394 0.4365 -6.6667  -0.3577
88 H -6.8937 0.5972 -5.3032  0.3709
89 H -5.4083 0.9063 -3.3213  0.4068
90 H -2.9369 0.9069 -3.6790  0.8150
91 H -3.3593 0.3202 -7.7135  0.3660
92 H -5.8495 0.3001 -7.5505  0.3569
93 C -0.3985 -5.9712 1.0080  -0.5396
94 C 0.0179 -4.6725 1.2555  -0.0370
95 C 0.9597 -4.4645 2.2513  -0.5627
96 N 1.4898 -5.4453 2.9929  -0.5526
97 C 1.0702 -6.6910 2.7361  -0.3277
98 C 0.1365 -7.0054 1.7609  -0.4429
99 H -1.1328 -6.1756 0.2366  0.4355
100 H -0.3791 -3.8392 0.6878  0.5555
101 H 1.3194 -3.4661 2.4797  0.5323
102 H 1.5147 -7.4651 3.3536  0.4044
103 H -0.1647 -8.0322 1.5953  0.4938
104 C -4.0980 -7.3924 4.1801  -0.5502
105 C -2.7619 -7.5404 3.8412  0.0935
106 C -2.0878 -8.6580 4.3067  -0.1912
107 N -2.6505 -9.6044 5.0693  -0.5329
108 C -3.9414 -9.4378 5.3843  -0.3058
109 C -4.7048 -8.3589 4.9671  -0.2589
110 H -4.6606 -6.5323 3.8346  0.3803
111 H -2.2546 -6.8052 3.2294  0.2864
112 H -1.0421 -8.8196 4.0658  0.3725
113 H -4.3703 -10.2182 6.0046  0.3488
114 H -5.7463 -8.2769 5.2509  0.3681

Summary:
Max |F| (hartree/bohr): 0.1048
LUMO energy (eV): 0.3
SMILES: C#CCCC[C@@]1(CCN)[C@@](CCO)(CCP(=O)(OCC)OCC)[C@@H](CCCF)S(=O)(=O)O[C@@]1(N)CC#C.c1ccncc1.c1ccncc1.c1ccncc1
Orbital gap (eV): 9.99